[1]
C9H14O | wB97M-V/def2-TZVPD

Properties
- Multiplicity: 1
- HOMO: -0.2987 hartree

Element x y z (Å)
C  0.68300  2.26828  2.96484
C  -0.42541  2.96562  2.19643
H  1.55080  2.88209  3.22065
H  0.20616  1.97308  3.91120
H  0.88716  1.33051  2.46295
H  -0.65983  4.01986  2.48225
H  -1.38539  2.44382  2.16374
H  -0.12449  3.09651  1.15116
C  -1.96639  -2.14355  0.80767
C  1.30615  -0.70659  -0.35331
C  0.97715  -0.32286  -1.63175
C  0.25878  -1.08672  0.50736
C  -1.03970  -1.22700  0.03572
C  -0.37822  -0.25780  -2.10147
C  -1.34524  -0.63620  -1.21776
O  2.01139  0.06826  -2.40964
H  2.32680  -0.80338  -0.00454
H  0.47409  -1.38825  1.52077
H  -0.51839  0.48133  -2.89221
H  1.84866  0.29861  -3.31901
H  -1.91987  -3.08028  0.27450
H  -2.96283  -1.69144  0.96701
H  -2.36777  -0.29663  -1.39162
H  -1.62058  -2.30520  1.85372



[2]
C57H55FGaN5O3P2SSi | wB97M-V/def2-TZVPD

Properties
- Multiplicity: 1
- HOMO: -0.4150 hartree
- Total charge: +2

Element x y z (Å)
Ga  0.55340  -2.37738  0.12023
C  -0.79836  -3.45614  3.07511
Si  0.32832  -2.07569  2.47634
C  2.07165  -2.41981  3.14852
C  2.26514  -2.35017  4.53167
C  3.44794  -2.74950  5.12844
C  4.47837  -3.25424  4.34892
C  4.32376  -3.32034  2.97807
C  3.14254  -2.88931  2.36983
P  3.06926  -2.87501  0.54917
C  4.19096  -1.55358  0.00633
C  3.97088  -1.02878  -1.26734
C  4.79552  -0.03258  -1.76551
C  5.83987  0.45280  -0.99327
C  6.05624  -0.05869  0.27742
C  5.23271  -1.05176  0.78113
C  3.90298  -4.42003  0.07527
C  4.93118  -4.43759  -0.86056
C  5.48702  -5.64500  -1.26082
C  5.01555  -6.83715  -0.73350
C  3.99154  -6.82215  0.20611
C  3.43656  -5.62062  0.60981
C  -0.31370  -0.47044  3.26532
C  -0.82413  -0.60695  4.56360
C  -1.23246  0.48127  5.31466
C  -1.13658  1.75871  4.78417
C  -0.65575  1.92009  3.49930
C  -0.26173  0.82260  2.73128
P  0.33451  1.10222  1.02788
C  -1.00758  2.12401  0.26541
C  -0.65073  2.75701  -0.85646
C  -1.49933  3.39580  -1.87976
C  -2.66521  2.59890  -2.43060
C  -3.94143  0.63646  -1.17393
C  -3.15680  0.78799  0.10805
C  1.65324  2.32484  1.37547
C  2.84658  1.77283  1.83647
C  3.89228  2.58793  2.23263
C  3.76979  3.96680  2.14720
C  2.59199  4.52379  1.67494
C  1.53527  3.70805  1.29704
H  -0.72155  -3.61486  4.14928
H  -0.53751  -4.39641  2.59101
H  -1.83638  -3.22825  2.83347
H  1.47044  -1.97570  5.16137
H  3.56299  -2.68046  6.20039
H  5.39731  -3.59177  4.80679
H  5.12790  -3.71621  2.37031
H  3.14531  -1.39296  -1.86485
H  4.62164  0.36388  -2.75562
H  6.48250  1.23137  -1.37832
H  6.87136  0.31608  0.87994
H  5.41079  -1.43694  1.77699
H  5.30585  -3.51081  -1.27273
H  6.29706  -5.65119  -1.97559
H  5.45679  -7.77576  -1.03769
H  3.63557  -7.74884  0.63493
H  2.64345  -5.61404  1.35024
H  -0.91264  -1.59093  4.99940
H  -1.61996  0.33437  6.31336
H  -1.43304  2.61781  5.36813
H  -0.57515  2.91728  3.08171
H  0.40068  2.74201  -1.12638
H  -0.94610  3.99673  -2.59097
H  -2.87090  2.80390  -3.47305
H  -4.80727  0.01810  -1.33268
H  -3.45688  0.04710  0.84669
H  2.95380  0.69586  1.89741
H  4.80495  2.14635  2.60476
H  4.58975  4.60478  2.44588
H  2.48972  5.59816  1.61146
H  0.61393  4.15837  0.95092
F  -3.63794  3.61322  2.01755
C  -3.20039  3.26449  0.77534
C  -2.44064  1.98933  0.76012
C  -2.51146  0.20592  -1.07068
C  -1.66057  -0.94614  -1.21041
O  -1.40054  -1.65827  -0.22253
C  -1.14277  -1.12424  -2.52082
C  -1.83851  -0.54095  -3.54953
N  -2.79755  0.39296  -3.42603
C  -3.47982  0.82473  -4.62465
C  -4.53369  -0.07219  -5.20397
C  -4.92155  1.20461  -4.51807
C  -2.93477  1.13398  -2.17287
C  -2.92506  3.83814  -1.60615
C  -3.50783  4.04166  -0.25638
N  -4.37890  5.14253  -0.12599
C  -5.42811  5.16979  0.85886
C  -6.66058  5.83627  0.26547
N  -6.29683  7.21134  -0.22982
C  -5.15175  7.16183  -1.20549
C  -3.98714  6.47334  -0.51308
C  0.08300  -1.93012  -2.75037
O  0.36124  -2.41385  -3.82677
O  0.89585  -1.99614  -1.71623
H  -2.37864  1.70754  1.81637
H  -1.62846  -0.86132  -4.56433
H  -2.85708  1.37182  -5.32365
H  -4.73343  -0.99710  -4.68438
H  -4.60498  -0.12962  -6.27851
H  -5.38466  1.12494  -3.54665
H  -5.26739  2.03390  -5.11633
H  -3.23319  4.63197  -2.27828
H  -5.11948  5.71351  1.76573
H  -5.70520  4.16349  1.16649
H  -7.45552  5.94978  1.00184
H  -7.03062  5.28521  -0.59937
H  -6.02097  7.78783  0.57538
H  -7.11129  7.66530  -0.65358
H  -4.92614  8.17897  -1.52096
H  -5.49926  6.57250  -2.05573
H  -3.71207  7.06457  0.37816
H  -3.11434  6.47897  -1.16234
S  -0.03489  -4.71138  -0.21147
C  0.90041  -5.24683  -1.53277
N  0.93501  -6.52537  -1.89914
C  1.84817  -6.75009  -3.01392
C  2.22301  -5.30772  -3.41822
N  1.68702  -4.51532  -2.31399
H  0.48697  -7.24994  -1.36648
H  1.35122  -7.29313  -3.81592
H  2.71907  -7.31756  -2.68378
H  1.75999  -4.99930  -4.35648
H  3.30075  -5.17196  -3.48689
H  1.52665  -3.51207  -2.39897



[3]
C47H41CaN4O4Sb | wB97M-V/def2-TZVPD

Properties
- Multiplicity: 1
- HOMO: -0.4812 hartree
- Total charge: +2

Element x y z (Å)
Ca  0.23019  0.11684  -0.22722
O  6.12161  5.41671  -1.18793
N  4.96575  5.41121  -0.84106
O  4.29612  6.38785  -0.57332
C  4.33071  4.08864  -0.64477
C  5.13964  3.09090  -0.25234
C  4.60563  1.79470  0.02870
C  5.42381  0.73277  0.45488
C  4.85720  -0.48540  0.71243
C  3.47667  -0.62976  0.54305
N  2.67819  0.35073  0.14386
C  3.23484  1.56260  -0.11520
C  2.37839  2.64160  -0.56828
N  1.06022  2.36793  -0.72791
C  0.25791  3.31921  -1.17583
C  0.70838  4.59775  -1.50275
C  2.03451  4.89690  -1.33507
C  2.91467  3.91061  -0.84122
H  6.19984  3.27555  -0.14191
H  6.48839  0.89256  0.57129
H  5.44590  -1.32955  1.04127
H  3.01176  -1.58635  0.74968
H  -0.78836  3.05554  -1.28946
H  0.01584  5.33438  -1.88325
H  2.40551  5.88038  -1.57547
C  -3.94252  -2.12669  3.50347
O  -3.51888  -0.76630  3.57891
C  -4.25227  0.07705  4.33932
C  -5.25440  -0.30831  5.21978
C  -5.92876  0.65014  5.96577
C  -5.61945  1.99659  5.85124
C  -4.62892  2.38964  4.96615
C  -3.96396  1.43928  4.21090
N  -2.92181  1.85187  3.31791
C  -2.77124  1.55638  2.05017
C  -3.66451  0.95242  1.14971
C  -5.06806  0.88488  1.37748
C  -5.91580  0.46855  0.39696
C  -5.38965  0.09885  -0.85874
C  -4.04455  0.13513  -1.10871
C  -3.12974  0.53522  -0.10892
O  -1.85338  0.47847  -0.35050
H  -3.32409  -2.59005  2.74071
H  -4.99029  -2.18838  3.20417
H  -3.79725  -2.63674  4.45741
H  -5.50599  -1.35214  5.33664
H  -6.70348  0.33247  6.65026
H  -6.14542  2.73428  6.43956
H  -4.37857  3.43672  4.84656
H  -2.19187  2.40894  3.74027
H  -1.81650  1.87338  1.64091
H  -5.46980  1.21066  2.32666
H  -6.98253  0.44462  0.56704
H  -6.06639  -0.21800  -1.64272
H  -3.64468  -0.15365  -2.07226
C  -0.86241  -5.46448  2.49336
C  -1.96994  -4.83363  1.69180
C  -3.28121  -5.24721  1.92432
C  -4.35857  -4.68783  1.25264
C  -4.14797  -3.68061  0.32468
C  -2.85236  -3.25574  0.07433
C  -1.76534  -3.83143  0.73352
Sb  0.08064  -3.00210  0.07792
C  0.39081  -3.89092  -1.82680
C  0.98728  -3.03771  -2.75774
C  1.19964  -3.43185  -4.06804
C  0.78734  -4.69562  -4.46142
C  0.18733  -5.54395  -3.54503
C  -0.01893  -5.16921  -2.21813
C  -0.67140  -6.15184  -1.28744
C  1.57378  -3.56399  1.49831
C  1.42339  -2.85252  2.69281
C  2.31602  -3.00033  3.74060
C  3.39174  -3.86428  3.58876
C  3.54979  -4.56751  2.40612
C  2.65119  -4.44303  1.34326
C  2.87491  -5.27928  0.11297
H  -1.21791  -6.36667  2.98775
H  -0.49313  -4.78555  3.26440
H  -0.00583  -5.73588  1.87768
H  -3.45670  -6.03272  2.64954
H  -5.36099  -5.04170  1.45532
H  -4.97928  -3.23309  -0.20399
H  -2.69238  -2.46675  -0.65487
H  1.31645  -2.04531  -2.45578
H  1.67745  -2.76362  -4.77163
H  0.93475  -5.02284  -5.48184
H  -0.12702  -6.53138  -3.86102
H  -0.36867  -7.16839  -1.53636
H  -1.75996  -6.10167  -1.36308
H  -0.40567  -5.96845  -0.24908
H  0.57936  -2.17655  2.82030
H  2.17521  -2.45216  4.66273
H  4.10418  -3.99453  4.39254
H  4.38960  -5.24342  2.29748
H  3.92445  -5.55497  0.02274
H  2.57768  -4.76771  -0.79926
H  2.30312  -6.20849  0.17254



[4]
C3H3ClO2 | wB97M-V/def2-TZVPD

Properties
- Multiplicity: 1
- HOMO: -0.3846 hartree

Element x y z (Å)
C  -0.15074  0.55773  -0.16400
C  -1.21352  -0.49453  -0.29465
C  1.18873  0.04482  0.34976
O  -0.42053  1.72299  -0.32754
O  -0.95332  -1.66494  -0.31989
Cl  -2.84585  0.11325  -0.59269
H  1.28503  -1.05834  -0.02233
H  1.12811  -0.07337  1.39933
H  1.98208  0.85238  -0.02800